Record 1
An isolated ion of composition C9H8NO2 and charge +1 at a distorted geometry. Source: the Open Molecules 2025 dataset; level of theory: ωB97M-V/def2-TZVPD.

Geometry (Å):
C1 -2.807 0.678 -0.063
C2 -2.389 -0.672 0.099
C3 -1.853 1.627 -0.049
C4 -1.072 -1.016 0.112
C5 -0.461 1.319 0.099
C6 -0.052 -0.047 0.088
C7 0.338 2.371 -0.016
C8 2.334 0.386 0.364
C9 1.517 -1.766 -0.416
N1 1.262 -0.430 0.031
O1 0.806 3.373 -0.179
O2 3.507 -0.113 0.029
H1 -3.877 0.897 0.065
H2 -3.158 -1.281 0.415
H3 -2.128 2.590 0.159
H4 -0.721 -1.987 0.405
H5 1.113 -1.867 -1.491
H6 0.887 -2.515 0.246
H7 2.614 -2.005 -0.369
H8 4.142 0.459 0.472

The lowest unoccupied orbital energy is -5.33 eV. The multiplicity is 1. The value obtained for the HOMO-LUMO gap is 0.290 Eh. As for the total energy: -15037.746 eV. The net charge is +1. As for the highest occupied orbital energy: -13.23 eV.

Record 2
A 3-piece molecular cluster, C30H46F17O4P overall at a distorted geometry. Source: the Open Molecules 2025 dataset; level of theory: ωB97M-V/def2-TZVPD.

Geometry (Å):
C1 0.442 6.562 2.860
C2 -0.392 5.885 1.651
C3 -1.627 6.808 1.229
C4 -2.559 6.198 0.078
C5 -2.723 4.607 0.108
C6 -1.608 3.929 -0.860
C7 -1.448 2.360 -0.542
C8 -2.465 1.606 -1.559
C9 -3.971 1.532 -1.051
F1 -4.098 1.593 0.393
C10 -4.826 0.323 -1.628
C11 -6.352 0.311 -1.106
C12 -1.666 0.275 -1.904
O1 -2.024 -0.861 -2.227
O2 -0.259 0.555 -1.857
C13 -0.066 1.632 -0.868
C14 0.717 0.858 0.296
C15 -0.048 -0.404 0.901
C16 -1.351 -0.056 1.762
C17 0.972 -1.147 1.918
P1 1.240 2.739 -1.754
C18 1.978 3.885 -0.404
C19 2.617 1.678 -2.500
C20 3.888 1.428 -1.550
H1 1.473 6.057 2.927
H2 0.584 7.684 2.723
H3 -0.060 6.376 3.863
H4 0.331 5.878 0.761
H5 -0.694 4.844 1.986
H6 -2.182 7.106 2.175
H7 -1.174 7.774 0.799
H8 -3.600 6.655 0.214
H9 -2.170 6.599 -0.926
H10 -3.776 4.377 -0.272
H11 -2.606 4.260 1.182
H12 -1.972 4.144 -1.924
H13 -0.661 4.537 -0.715
H14 -1.740 2.333 0.567
H15 -2.518 2.174 -2.539
H16 -4.482 2.492 -1.426
H17 -4.827 0.400 -2.759
H18 -4.361 -0.655 -1.249
H19 -6.374 -0.399 -0.208
H20 -6.741 1.339 -0.812
H21 -7.009 -0.179 -1.907
H22 1.085 1.540 1.144
H23 1.678 0.447 -0.183
H24 -0.346 -1.157 0.087
H25 -2.286 -0.047 1.091
H26 -1.543 -0.800 2.608
H27 -1.241 1.008 2.150
H28 1.177 -0.399 2.749
H29 0.477 -2.052 2.417
H30 1.936 -1.479 1.390
H31 1.553 3.612 0.617
H32 1.653 4.944 -0.688
H33 3.110 3.828 -0.351
H34 2.993 2.257 -3.419
H35 2.200 0.691 -2.870
H36 3.725 1.738 -0.462
H37 4.076 0.295 -1.518
H38 4.832 1.954 -1.901
C21 -3.336 -3.585 2.317
C22 -2.494 -4.189 1.170
C23 -3.234 -4.502 -0.137
F2 -4.263 -5.357 0.022
F3 -2.390 -5.083 -1.025
F4 -1.836 -5.276 1.640
F5 -1.528 -3.272 0.869
O3 -3.857 -4.475 3.323
C24 -5.047 -5.179 3.041
C25 -4.828 -6.692 2.882
F6 -3.872 -6.980 1.977
F7 -5.964 -7.296 2.458
F8 -5.657 -4.612 1.985
F9 -5.865 -4.966 4.095
H39 -2.653 -2.940 2.877
H40 -4.109 -2.909 1.944
H41 -3.622 -3.588 -0.592
H42 -4.531 -7.142 3.832
C26 6.438 -3.639 -3.045
C27 6.945 -4.988 -2.486
C28 6.258 -5.517 -1.220
F10 6.328 -4.667 -0.179
F11 6.849 -6.668 -0.814
F12 8.287 -4.912 -2.324
F13 6.742 -5.918 -3.466
O4 7.144 -2.438 -2.675
C29 6.848 -1.846 -1.429
C30 8.007 -1.943 -0.423
F14 8.443 -3.207 -0.263
F15 7.615 -1.506 0.798
F16 5.691 -2.353 -0.964
F17 6.601 -0.542 -1.685
H43 6.581 -3.695 -4.127
H44 5.359 -3.523 -2.915
H45 5.204 -5.730 -1.411
H46 8.855 -1.339 -0.752

The lowest unoccupied orbital energy is 0.47 eV. The multiplicity is 1. The value obtained for the HOMO-LUMO gap is 0.307 Eh. Its SMILES is CCCCCC[C@H]1[C@H]([C@H](F)CC)C(=O)O[C@@]1(CC(C)C)P(C)CC.FC(F)C(F)(F)COC(F)(F)C(F)F.FC(F)C(F)(F)COC(F)(F)C(F)F. As for the total energy: -95528.431 eV. The net charge is 0. As for the highest occupied orbital energy: -7.88 eV.

Record 3
An isolated ion of composition C5H10N2 and charge -1 at a distorted geometry. Source: the Open Molecules 2025 dataset; level of theory: ωB97M-V/def2-TZVPD.

Geometry (Å):
C1 2.114 1.205 0.043
C2 1.519 -0.087 -0.492
C3 0.050 -0.123 0.014
C4 -0.866 -1.191 -0.036
N1 -2.100 -0.911 0.552
C5 -3.015 -1.691 0.970
N2 1.735 2.338 -0.840
H1 3.228 1.212 -0.136
H2 1.814 1.505 1.033
H3 1.589 -0.276 -1.599
H4 2.204 -0.908 -0.087
H5 -0.242 0.740 0.524
H6 -0.597 -1.934 -0.640
H7 -2.823 -2.815 0.825
H8 -3.823 -1.299 1.539
H9 1.051 3.139 -0.676
H10 1.339 1.974 -1.765

The lowest unoccupied orbital energy (alpha / beta) is 4.25 / 4.22 eV. The multiplicity is 2. The value obtained for the HOMO-LUMO gap (alpha / beta) is 0.144 / 0.259 Eh. As for the total energy: -8323.702 eV. The net charge is -1. The expectation value of S² is 0.7754. As for the highest occupied orbital energy (alpha / beta): 0.34 / -2.84 eV.